{
  "formula": "C41H74O19",
  "method": "ωB97M-V with the def2-TZVPD basis set",
  "symbols": ["C", "O", "H", "C", "H", "C", "H", "H", "H", "H", "H", "H", "O", "C", "C", "C", "H", "C", "O", "H", "C", "H", "O", "C", "H", "H", "H", "H", "O", "H", "H", "C", "H", "H", "H", "O", "H", "C", "H", "C", "H", "O", "H", "H", "H", "H", "H", "O", "C", "H", "O", "H", "H", "H", "C", "H", "H", "H", "C", "H", "C", "H", "C", "C", "H", "C", "H", "O", "H", "H", "H", "H", "H", "H", "O", "O", "H", "C", "H", "C", "C", "C", "H", "H", "H", "H", "H", "H", "C", "C", "H", "H", "O", "C", "O", "H", "C", "C", "H", "H", "C", "O", "H", "C", "H", "C", "O", "H", "H", "H", "C", "C", "O", "C", "C", "H", "C", "H", "H", "C", "C", "H", "H", "H", "O", "H", "C", "H", "H", "O", "C", "H", "C", "H"],
  "positions_angstrom": [[3.068, 1.772, -4.369], [-4.277, 0.748, -2.207], [1.120, 2.017, 5.300], [4.900, -4.530, 3.461], [-0.251, -4.421, -1.507], [-3.729, -4.492, 1.023], [3.973, 2.340, -4.089], [1.742, -2.653, 1.799], [4.640, -5.156, 4.309], [-4.475, -4.350, 1.813], [-1.113, 6.010, -0.400], [-3.720, -5.578, 0.815], [-0.418, 1.931, 3.873], [-0.859, 0.802, 0.312], [-3.469, -1.209, 2.934], [3.660, -4.248, 2.621], [2.649, 3.585, -2.127], [0.273, 2.609, 4.902], [-2.409, 4.526, 1.586], [-1.358, 4.166, -2.730], [1.738, -3.057, -4.356], [-1.048, 2.060, 6.466], [-5.580, -2.198, 2.415], [-2.109, 0.952, -5.719], [2.203, 0.981, 0.713], [3.415, -3.532, -3.003], [5.317, -3.724, 0.041], [-5.137, 4.289, -0.045], [1.206, -0.342, -2.379], [-6.287, 2.407, -4.060], [0.632, 0.114, 1.718], [-5.740, 2.518, -3.127], [4.607, 3.012, 3.304], [2.445, 2.688, 0.583], [-2.085, 0.594, -3.653], [4.868, -1.169, 2.976], [5.718, -4.987, 2.905], [3.031, -2.695, -3.628], [-1.874, 0.748, 0.741], [1.533, -3.366, 2.596], [2.827, -1.778, -3.064], [0.973, -0.673, -0.179], [-0.904, 1.365, -1.875], [-4.287, -2.772, -0.215], [3.284, 0.733, -4.135], [6.819, -2.467, 1.632], [3.958, -1.167, -0.981], [3.787, -1.507, 1.057], [4.937, -1.434, 1.792], [-4.501, 0.460, 1.196], [0.730, 2.146, -4.137], [6.676, -1.063, 0.709], [2.888, 2.011, -1.749], [3.346, -2.744, -0.559], [1.124, -1.921, -5.152], [-5.680, 0.754, 2.484], [-0.679, 4.288, -0.335], [-5.334, 3.555, -3.116], [4.243, 1.606, 0.738], [-1.966, 4.260, 4.684], [-2.062, -3.452, -1.205], [3.757, -2.378, -4.336], [2.119, 2.659, -2.217], [2.784, 1.907, 2.617], [-1.533, -0.253, -1.415], [-1.304, 5.032, -0.854], [-0.457, 3.734, 6.625], [-3.180, -4.139, -1.374], [-1.276, 0.306, -5.922], [-1.466, 6.013, -2.803], [2.858, 1.775, -5.431], [1.063, -1.012, -4.577], [-5.048, -4.257, -0.680], [-2.749, -4.177, 1.331], [2.670, -3.694, 3.328], [1.262, -4.131, -4.229], [-2.779, 1.012, -6.581], [0.573, -0.213, -1.369], [-1.365, -4.586, -2.835], [4.064, -1.978, -0.263], [-4.863, -1.262, 2.360], [-0.994, 5.130, -2.307], [-6.390, 2.281, -2.229], [-3.358, -0.320, 3.523], [0.175, -2.181, -5.586], [-4.382, 2.690, 0.022], [-0.489, -3.025, -2.592], [0.043, 5.162, -2.392], [-4.146, -3.854, -0.302], [6.068, -1.942, 1.019], [1.167, -4.274, 2.113], [2.355, 1.016, 3.088], [-3.851, 1.584, -4.252], [2.755, 1.813, 1.090], [-2.706, 4.680, -0.660], [2.298, 2.838, 2.866], [0.551, -2.733, 3.550], [-2.845, 0.561, -4.442], [-6.177, -0.157, 1.036], [-3.361, -0.384, -4.511], [1.852, 2.183, -3.677], [-1.950, -2.496, -0.464], [4.576, 1.216, 3.726], [-1.001, -3.848, -2.119], [-4.793, 3.466, 1.548], [-4.552, 1.524, -3.093], [-2.467, 1.995, 3.040], [-2.784, -1.113, 2.109], [1.021, -1.854, 3.964], [0.760, 3.508, 4.441], [0.048, -0.343, 0.886], [-1.948, 3.233, 5.040], [3.608, -4.466, 1.436], [-5.337, 0.038, 1.739], [4.298, 2.019, 3.009], [-0.394, 1.786, 0.500], [-4.459, 3.641, 0.513], [-1.733, 1.942, -5.469], [1.245, 2.709, -1.621], [-0.779, 2.971, 5.916], [-3.106, 4.366, 0.577], [-0.356, -2.507, 2.994], [5.307, -3.667, 3.933], [-0.485, -1.253, 1.099], [5.052, 1.754, 1.792], [1.744, -1.716, -6.026], [-1.677, 2.305, 3.879], [0.290, -3.430, 4.333], [-3.247, -2.129, 3.502], [4.682, 1.235, -0.319], [-0.750, 0.512, -1.207], [6.057, -2.502, -1.055], [5.448, -2.654, -0.155], [-2.994, 2.971, 5.423]],
  "lowdin_charge": [-0.019, 0.079, 0.136, 0.032, 0.126, -0.055, 0.103, 0.106, 0.085, 0.072, 0.125, 0.086, 0.043, -0.101, -0.005, -0.511, 0.079, -0.185, 0.063, 0.090, -0.505, 0.128, 0.081, -0.056, 0.082, 0.097, 0.104, 0.085, 0.093, 0.074, 0.115, 0.019, 0.116, 0.103, 0.099, 0.095, 0.090, -0.017, 0.101, -0.249, 0.048, 0.006, 0.109, 0.111, 0.086, 0.138, 0.108, -0.004, -0.482, 0.055, 0.057, 0.147, 0.071, 0.113, -0.015, 0.087, 0.115, 0.091, -0.472, 0.130, -0.570, 0.066, -0.016, -0.119, 0.120, -0.224, 0.125, 0.022, 0.060, 0.101, 0.089, 0.049, 0.109, 0.060, 0.015, 0.080, 0.080, -0.472, 0.097, -0.158, -0.518, -0.065, 0.101, 0.061, 0.074, 0.057, 0.074, 0.047, -0.176, -0.088, 0.133, 0.111, -0.028, -0.054, -0.017, 0.092, -0.045, -0.203, 0.097, 0.123, -0.490, 0.071, 0.120, 0.030, 0.089, -0.517, 0.105, 0.063, 0.079, 0.134, -0.123, -0.086, 0.097, -0.013, -0.101, 0.106, 0.032, 0.071, 0.044, -0.166, -0.494, 0.059, 0.066, 0.087, 0.023, 0.088, -0.522, 0.078, 0.095, 0.097, -0.068, 0.120, -0.128, 0.159],
  "smiles": "CCOC(C)=O.CCOC(C)=O.CCOC(C)=O.CCOC(C)=O.O=C1CCCO1.O=C1CCCO1.O=C1CCCO1.O=C1CCCO1.CC(C)=O.CC(C)=O.CC(C)=O",
  "lumo_energy_ev": 0.40,
  "relative_energy_kcal_mol": 0.00
}